62
Properties=species:S:1:pos:R:3 method="wB97M-V/def2-TZVPD" total_charge=+2 total_energy_ev=-71951.3083 homo_lumo_gap_ha=0.2518 e_above_lowest_kj_mol=107.3
Pd -0.0018 -0.3205 0.8778
N 3.3211 -2.1782 3.2597
C 2.6147 -2.2546 1.9202
C 3.2476 -3.3474 1.0671
P 2.7212 -0.5678 1.1709
O 4.2807 -0.3740 0.9217
O 2.2165 0.3790 2.2050
O 1.9384 -0.5927 -0.1333
P 0.8677 -2.7119 2.3290
O 0.5031 -1.5685 3.4230
O 0.8046 -4.0412 2.9338
O 0.0578 -2.3140 1.0765
H 4.3309 -2.0628 3.1385
H 3.1483 -3.0360 3.7966
H 2.9570 -1.3731 3.7847
H 4.3069 -3.1481 0.8944
H 2.7448 -3.3824 0.1012
H 3.1360 -4.3248 1.5385
H 4.5841 -0.5361 0.0186
H 0.0366 -1.9587 4.1773
O 5.1041 5.7469 -0.7564
C 3.9969 6.0931 -0.0889
O 3.8931 7.1548 0.4439
C 2.8621 5.0899 -0.0231
C 1.9300 5.2972 0.9951
C 0.8396 4.4605 1.1274
C 0.7070 3.4495 0.1907
C 1.6029 3.2011 -0.8305
C 2.6978 4.0497 -0.9294
N -0.4956 2.5788 0.2831
C -1.8532 3.0440 -0.0039
C -3.1298 0.8738 0.4273
C -4.3841 0.4776 0.8643
C -4.7225 -0.8650 0.9572
C -3.8081 -1.8033 0.5235
C -2.5454 -1.3700 0.1614
N -2.1765 -0.0752 0.1733
H 5.1109 4.8207 -1.0218
H 2.0797 6.1277 1.6714
H 0.1164 4.5953 1.9208
H 1.4445 2.3942 -1.5338
H 3.3902 3.9006 -1.7480
H -1.7975 4.0737 -0.3274
H -5.1149 1.2330 1.1093
H -5.6996 -1.1596 1.3158
H -4.0352 -2.8592 0.4931
H -1.7902 -2.0878 -0.1227
C -5.5321 2.2536 -1.6666
Si -4.5315 3.3381 -0.5249
C -5.4414 3.8849 1.0064
C -3.8736 4.7943 -1.4833
C -2.9599 2.3146 0.0731
C -0.2376 1.4313 0.6283
H -6.1298 2.9109 -2.3033
H -6.2287 1.5874 -1.1597
H -4.9039 1.6549 -2.3295
H -6.3515 4.4160 0.7178
H -4.8345 4.5722 1.5987
H -5.7435 3.0643 1.6593
H -4.7341 5.3379 -1.8820
H -3.2675 4.4825 -2.3361
H -3.3077 5.5158 -0.8915